(1)
C24H38FI2N6O4PW as an isolated structure in a non-equilibrium geometry, computed with ωB97M-V with the def2-TZVPD basis set.

The LUMO energy (alpha / beta) is -14.55 / -14.54 eV. As for the orbital gap (alpha / beta): 3.177 / 3.179 eV. The calculation puts the calculated total energy at -72630.9788 eV. As for the total charge: +4. The HOMO energy (alpha / beta) is -17.723 / -17.723 eV. As for the spin multiplicity: 1. The energy above the lowest of the compared OMol25 structures with the same formula, charge and spin comes out at 2.3792 eV.

```
77
C24H38FI2N6O4PW ωB97M-V with the def2-TZVPD basis set
W -1.78058 -1.55238 0.54854
F 4.41365 1.66105 1.67662
C 3.41301 2.07292 0.89414
C 2.32204 1.26575 0.76092
C 1.24329 1.66767 -0.04194
C 0.10686 0.78515 -0.24602
O 0.03435 -0.31020 0.43802
C -0.81777 1.19762 -1.22631
C -0.73515 2.47686 -1.75828
N 0.22822 3.33687 -1.47545
C 0.19453 4.66577 -2.07749
C -1.08603 5.44218 -2.00325
C 0.08635 5.85984 -1.16988
C 1.29697 2.93662 -0.67410
C 2.41627 3.74419 -0.53480
C 3.53574 3.34013 0.22515
N 4.67815 4.07462 0.31010
C 4.91233 5.32158 -0.42422
C 5.46808 6.42092 0.47327
N 6.70294 5.95820 1.21941
C 7.05845 4.54245 0.88525
C 5.86084 3.63120 1.08072
C -1.86945 0.28517 -1.74267
O -2.74706 0.56754 -2.49515
O -1.66821 -0.96776 -1.28382
H 2.29360 0.31454 1.27257
H -1.49567 2.81626 -2.45295
H 0.78460 4.71972 -2.98354
H -1.92346 4.99829 -1.48370
H -1.34754 6.02817 -2.87132
H 0.01431 5.67828 -0.10593
H 0.62760 6.75031 -1.45596
H 2.40509 4.69439 -1.03396
H 4.00045 5.70480 -0.86068
H 5.58927 5.09714 -1.25315
H 4.74157 6.74945 1.21434
H 5.74359 7.27637 -0.14126
H 6.54942 6.04657 2.22881
H 7.49863 6.57133 1.01269
H 7.86165 4.22670 1.55068
H 7.44387 4.53062 -0.13309
H 5.58635 3.56113 2.13543
H 6.15733 2.63485 0.74853
I -0.26541 -2.61633 2.40473
C -2.05896 -0.18535 2.01259
I -4.38247 -1.16736 0.58597
H -1.16085 0.33105 2.36648
H -2.96426 0.08957 2.54260
C -3.50504 -4.72725 2.80493
N -4.03825 -4.75792 1.43035
C -5.50760 -4.83137 1.31897
P -3.04676 -4.69828 0.15584
O -2.26984 -3.26781 0.06168
N -1.83213 -5.76245 0.39157
C -2.00956 -7.03615 1.09526
C -0.68237 -5.76435 -0.51708
N -3.84591 -4.75170 -1.25528
C -3.85649 -3.75278 -2.32163
C -4.32380 -6.08021 -1.67232
H -3.15735 -3.72302 3.06857
H -2.68728 -5.43364 2.93962
H -4.30729 -5.00092 3.48674
H -5.95456 -4.09396 1.98524
H -5.84867 -5.82472 1.60901
H -5.82669 -4.61897 0.30232
H -2.94200 -7.04476 1.65436
H -1.17475 -7.18248 1.78014
H -2.03154 -7.85376 0.37327
H -0.58849 -4.80899 -1.03152
H -0.79178 -6.55457 -1.26214
H 0.22394 -5.94295 0.06114
H -3.52023 -2.78554 -1.95554
H -4.87661 -3.64727 -2.69026
H -3.21236 -4.07314 -3.14231
H -4.27521 -6.78951 -0.84417
H -3.71463 -6.45965 -2.49407
H -5.36329 -6.00633 -1.99131
```

Mulliken atomic charge list, values in e, 5 entries: W 0.5953; F -0.3290; C 0.2952; C -0.9155; C 0.8421



(2)
C40H37Cl5IPSeSiZr as an isolated structure, computed with ωB97M-V with the def2-TZVPD basis set.

The LUMO energy is -6.25 eV. As for the orbital gap: 7.099 eV. The calculation puts the calculated total energy at -196576.1313 eV. As for the total charge: +2. The HOMO energy is -13.350 eV. As for the spin multiplicity: 1. The energy above the lowest of the compared OMol25 structures with the same formula, charge and spin comes out at 0.9392 eV.

```
87
C40H37Cl5IPSeSiZr ωB97M-V with the def2-TZVPD basis set
Zr 0.69579 1.02632 -0.70986
C 3.76671 -2.24278 -1.61048
C 3.25922 -0.89121 -1.99568
C 2.03040 -0.73032 -2.64823
C 1.63268 0.52328 -3.14205
C 0.53379 0.62738 -4.17737
C 2.39387 1.64200 -2.77130
C 3.59674 1.51818 -2.05600
C 4.42515 2.73127 -1.75875
C 4.03689 0.23893 -1.73615
H 3.23837 -3.03514 -2.13412
H 3.63630 -2.39870 -0.53575
H 4.83266 -2.32247 -1.82142
H 1.46263 -1.61092 -2.92320
H 0.63255 -0.19982 -4.88006
H 0.62761 1.55867 -4.73262
H -0.46533 0.58696 -3.74589
H 2.13742 2.61286 -3.16517
H 5.08362 2.93961 -2.60446
H 5.05405 2.58364 -0.88190
H 3.79950 3.60951 -1.60362
H 5.01052 0.11290 -1.27521
I 3.09312 0.33664 1.19836
C 2.38249 -0.19416 3.09224
C 3.02445 0.46364 4.10618
C 2.88218 0.03471 5.43776
C 2.15989 -1.09134 5.68653
C 1.48437 -1.77987 4.64792
C 0.78223 -2.96324 4.97201
C 0.10027 -3.65364 4.01656
C 0.02625 -3.11943 2.72353
C 0.69022 -1.97177 2.34195
P 0.00464 -1.31614 0.75718
C -1.76168 -1.30159 1.25040
C -2.10042 -0.51003 2.34752
C -3.40694 -0.45862 2.80207
C -4.39145 -1.21059 2.17353
C -4.05609 -2.01839 1.09865
C -2.74645 -2.06693 0.63607
C 0.18441 -2.67052 -0.45251
C -0.56542 -2.63634 -1.63465
C -0.45461 -3.65449 -2.56730
C 0.41819 -4.71283 -2.34457
C 1.17690 -4.74638 -1.18483
C 1.06397 -3.73139 -0.24385
C 1.51524 -1.30202 3.30318
H 3.67557 1.29953 3.88903
H 3.38580 0.56864 6.23056
H 2.08482 -1.48791 6.69048
H 0.80252 -3.30748 5.99772
H -0.43018 -4.56464 4.25330
H -0.63036 -3.61223 2.01632
H -1.33997 0.04868 2.87944
H -3.65326 0.15476 3.65804
H -5.41005 -1.18342 2.53629
H -4.81047 -2.63313 0.62502
H -2.50768 -2.73023 -0.18289
H -1.24625 -1.81424 -1.82314
H -1.05649 -3.62712 -3.46602
H 0.50065 -5.51030 -3.07066
H 1.85418 -5.56991 -1.00204
H 1.65310 -3.78373 0.66211
Cl 0.26565 2.00104 2.07630
C 0.39028 3.44952 1.10393
C 0.58798 3.20731 -0.24215
C 0.40602 4.32458 -1.06435
Cl 0.32540 4.14058 -2.78366
C 0.21317 5.60631 -0.54900
Cl 0.06033 6.95368 -1.59233
C 0.12394 5.79203 0.83547
Cl -0.09451 7.35353 1.48550
C 0.17074 4.68808 1.68279
Cl -0.04278 4.84356 3.37213
C -3.74345 3.04259 -2.88937
Si -3.95628 1.58924 -1.76319
C -4.71604 1.92923 -0.11153
C -4.50849 0.02570 -2.58989
Se -1.67886 1.07028 -1.15494
H -4.70771 3.36352 -3.28954
H -3.10321 2.78109 -3.73343
H -3.29771 3.88831 -2.36464
H -5.75919 2.23576 -0.20449
H -4.17352 2.72696 0.39862
H -4.67502 1.03096 0.50711
H -5.58296 0.04747 -2.78188
H -4.30107 -0.83315 -1.94956
H -4.00155 -0.11090 -3.54612
```

Mulliken atomic charge list, values in e, 5 entries: Zr -1.5748; C -1.6340; C 1.4220; C 0.1678; C 0.1080



(3)
C27H33Cl3N4NiOSi4 as an isolated structure, computed with ωB97M-V with the def2-TZVPD basis set.

The LUMO energy (alpha / beta) is 4.44 / 4.44 eV. As for the orbital gap (alpha / beta): 6.475 / 6.474 eV. The calculation puts the calculated total energy at -146669.5346 eV. As for the total charge: -2. The HOMO energy (alpha / beta) is -2.036 / -2.035 eV. As for the spin multiplicity: 1. The energy above the lowest of the compared OMol25 structures with the same formula, charge and spin comes out at 0.0493 eV.

```
73
C27H33Cl3N4NiOSi4 ωB97M-V with the def2-TZVPD basis set
Ni -0.14369 1.24401 -0.67209
C 2.26044 2.50997 -2.44378
Si 2.38287 0.70771 -1.93933
C 4.26702 0.44038 -1.95566
C 1.77199 -0.29808 -3.40867
C 1.49305 0.10752 -0.35074
C 1.41253 -1.36027 -0.66989
C 2.51392 -2.23546 -0.52999
C 2.43523 -3.54177 -0.95778
C 1.25402 -4.00344 -1.53066
C 0.20988 -3.10531 -1.61781
N 0.28781 -1.84514 -1.20335
Si 2.29716 0.42938 1.32300
C 2.74674 -1.16079 2.27792
C 1.21696 1.37932 2.54453
C 3.94844 1.34631 1.27047
H 2.88026 2.62203 -3.34453
H 2.65235 3.19330 -1.68918
H 1.24501 2.81126 -2.70385
H 4.59021 0.55444 -2.99809
H 4.59408 -0.54585 -1.61809
H 4.78127 1.19859 -1.36292
H 2.17870 0.14648 -4.32382
H 0.68279 -0.26231 -3.46871
H 2.09611 -1.34323 -3.36436
H 3.42932 -1.86587 -0.09157
H 3.29024 -4.20013 -0.85049
H 1.14678 -5.02034 -1.88470
H -0.75384 -3.40190 -2.02465
H 1.99725 -1.95270 2.20574
H 2.85245 -0.89176 3.33418
H 3.70659 -1.57399 1.95230
H 0.15224 1.30674 2.31549
H 1.47047 2.44123 2.54863
H 1.37961 0.99836 3.55865
H 4.73845 0.70956 0.86434
H 4.22628 1.61795 2.29594
H 3.89979 2.26744 0.68750
C -5.52050 1.34354 1.67310
C -4.27314 1.53299 2.25548
C -3.13561 1.02870 1.64162
C -3.20237 0.32333 0.43564
C -4.46655 0.15258 -0.13445
C -5.61546 0.65279 0.47258
Si -1.62009 -0.46754 -0.33276
C -1.47838 -1.84825 0.99518
C -0.68184 -1.74653 2.13717
C -0.63826 -2.75688 3.09359
C -1.40168 -3.90498 2.93316
C -2.21266 -4.02608 1.81007
C -2.24774 -3.01087 0.86159
H -6.40973 1.75241 2.14011
H -4.18369 2.09634 3.17781
H -2.16822 1.21147 2.10217
H -4.55287 -0.37898 -1.07947
H -6.58179 0.51837 -0.00245
H -2.24432 -1.15273 -1.51177
H -0.07687 -0.86053 2.28803
H 0.00028 -2.64401 3.96342
H -1.36880 -4.69490 3.67509
H -2.82032 -4.91478 1.67371
H -2.89368 -3.11984 -0.00491
O -0.95029 1.49995 -3.05568
N -1.47933 1.87193 -1.97265
C -2.64677 2.51760 -2.03237
C -3.28268 2.70536 -3.29778
N -3.79579 2.85493 -4.31869
C -3.24900 3.14426 -0.90055
N -3.82711 3.72189 -0.08869
Cl -0.88917 4.14991 1.72355
Si 0.32703 3.52244 0.08241
Cl 2.17857 4.45418 0.77387
Cl -0.18193 5.04826 -1.35112
```

Mulliken atomic charge list, values in e, 5 entries: Ni -2.0365; C -1.0872; Si 0.8556; C -1.3345; C -1.1260



(4)
A 2-piece molecular cluster, C3H7N3O overall, computed with ωB97M-V with the def2-TZVPD basis set.

The LUMO energy is 1.04 eV. As for the orbital gap: 9.665 eV. The calculation puts the calculated total energy at -9740.4269 eV. The HOMO energy is -8.629 eV. As for the spin multiplicity: 1. The energy above the lowest of the compared OMol25 structures with the same formula, charge and spin comes out at 2.6064 eV.

```
14
C3H7N3O ωB97M-V with the def2-TZVPD basis set
C 1.81982 0.98244 -0.54329
N 1.73736 -0.43311 -0.83188
C 1.11826 -1.29248 -0.25137
N 0.49206 -2.26949 0.20351
C -1.30135 0.18562 0.26126
O -1.89714 -0.93320 0.65641
N -2.20977 1.16016 0.19723
H 2.58319 1.17343 0.21827
H 0.84221 1.31714 -0.17931
H 2.09779 1.51741 -1.45440
H -1.19755 -1.62551 0.62246
H 1.02970 -2.86815 0.82006
H -1.91940 2.07081 -0.11669
H -3.19519 1.01492 0.39773
```

Mulliken atomic charge list, values in e, 5 entries: C -0.4220; N -0.3452; C 0.7154; N -0.7255; C -0.3799



(5)
C5H10O2 in the gas phase, computed with ωB97M-V with the def2-TZVPD basis set.

The LUMO energy is 0.87 eV. As for the orbital gap: 10.530 eV. The calculation puts the calculated total energy at -9441.2832 eV. The HOMO energy is -9.657 eV. As for the SMILES: OC[C@H]1CCOC1. As for the spin multiplicity: 1. The energy above the lowest of the compared OMol25 structures with the same formula, charge and spin comes out at 1.7598 eV.

```
17
C5H10O2 ωB97M-V with the def2-TZVPD basis set
O -1.82153 -0.42182 1.78302
C -1.73180 0.03798 0.43321
C -0.26053 0.28956 0.16236
C 0.66340 -0.91784 0.02702
C 1.97854 -0.18870 -0.31530
O 1.63498 1.12091 -0.81651
C 0.23189 1.15001 -0.99978
H -2.31546 -1.24598 1.82198
H -2.17432 -0.68227 -0.26689
H -2.29738 0.97846 0.33330
H 0.07122 0.83287 1.05134
H 0.70786 -1.50551 0.95064
H 0.35075 -1.59643 -0.78269
H 2.56260 -0.71551 -1.07596
H 2.59032 -0.07778 0.58883
H -0.05681 0.76788 -1.99907
H -0.13374 2.17417 -0.89549
```

Mulliken atomic charge list, values in e, 5 entries: O -0.5242; C -0.7003; C 0.4367; C -0.7248; C -0.4305



(6)
C27H28CdIN3O2 as an isolated structure in a non-equilibrium geometry, computed with ωB97M-V with the def2-TZVPD basis set.

The LUMO energy is -1.04 eV. As for the orbital gap: 5.908 eV. The calculation puts the calculated total energy at -49685.2648 eV. The HOMO energy is -6.944 eV. As for the spin multiplicity: 1. The energy above the lowest of the compared OMol25 structures with the same formula, charge and spin comes out at 0.0000 eV.

```
62
C27H28CdIN3O2 ωB97M-V with the def2-TZVPD basis set
C 3.01301 3.61222 0.62272
C 3.98447 2.47280 0.34723
H 2.87726 4.30616 -0.21448
H 3.23520 4.19137 1.52785
H 2.01692 3.14924 0.81031
H 3.53187 1.73000 -0.32045
H 4.90346 2.83609 -0.11763
H 4.28157 1.95690 1.26352
C -2.68746 1.30043 -0.95257
C -3.95800 1.08388 -1.49770
C -4.17476 -0.07926 -2.23868
C -3.10326 -0.96949 -2.38633
H -2.47518 2.16698 -0.32428
H -4.75755 1.80756 -1.30585
H -5.14563 -0.31846 -2.68603
H -3.23509 -1.92061 -2.89170
N -1.65802 0.46031 -1.12885
C -1.83929 -0.68298 -1.83358
C -0.71520 -1.66434 -1.85599
N 0.39727 -1.36043 -1.12885
C 1.33968 -2.30712 -0.91979
C 0.18515 -3.89406 -2.30258
C 1.28549 -3.57125 -1.51266
H 2.14543 -2.02142 -0.23074
H 2.09302 -4.28753 -1.34063
C -0.83049 -2.93980 -2.44665
H -1.73865 -3.18257 -2.97177
H 0.07883 -4.86933 -2.77674
Cd 0.29259 0.47240 0.20301
I 0.00450 2.73675 1.70389
C 3.29989 1.16690 3.55805
C 2.77962 -0.24618 3.50027
C 3.46995 -1.20276 2.74390
C 3.01926 -2.52564 2.58881
C 1.84048 -2.89894 3.22099
C 1.09930 -1.93265 3.92086
N -0.12332 -2.37629 4.38586
C -1.28166 -1.67514 4.70138
C -1.80448 -1.93357 5.96714
C -2.89431 -1.20162 6.42744
C -3.51871 -0.27983 5.58112
C -3.08002 -0.10220 4.27438
C -1.94002 -0.76942 3.82707
C -1.48258 -0.43416 2.43181
O -2.16312 0.43262 1.82025
O -0.42261 -0.98827 1.97825
C 1.59666 -0.62269 4.15915
C 0.85651 0.34813 5.04743
H 2.61341 1.85055 3.01843
H 3.39991 1.53385 4.59596
H 4.28941 1.18855 3.07622
H 4.40825 -0.88095 2.28454
H 3.57375 -3.25613 1.98107
H 1.41955 -3.90106 3.12480
H -0.15292 -3.36957 4.59359
H -1.25277 -2.66034 6.59217
H -3.24225 -1.40182 7.43504
H -4.37824 0.30413 5.91332
H -3.59420 0.53800 3.54128
H 0.02737 0.83279 4.49030
H 0.44446 -0.14563 5.94748
H 1.54648 1.14891 5.36649
```

Mulliken atomic charge list, values in e, 5 entries: C -0.2351; C -0.3683; H 0.3223; H 0.3215; H -0.4592